Entry 1:
The following is a quantum chemistry calculation of an isolated molecule of C6H6S in a non-equilibrium geometry, from the OMol25 dataset.

Atoms and positions in Å:
C -0.357 -1.711 -0.901
C -0.585 -0.179 -0.837
C 0.053 0.622 0.180
C -0.331 1.179 1.345
C 0.925 1.641 1.868
S 2.103 1.025 0.168
C 2.123 1.940 1.653
H 0.671 -1.842 -0.942
H -0.722 -2.273 -1.838
H -0.862 -2.115 -0.004
H -1.670 0.135 -0.883
H -0.095 0.197 -1.654
H -1.252 1.382 1.846

Properties
**M**: 110.18 g/mol
**SMILES**: CCC1=CC2=S1#C2
**Energy**: -630.2072 hartree
**Gap between HOMO and LUMO**: 8.6800 eV
**Relative energy (zero: lowest compared OMol25 entry of this formula, charge and spin)**: 5.594 eV

Listed below, in e, are the Mulliken charges computed for each atom:
1. C -0.92
2. C -0.57
3. C 0.20
4. C -0.67
5. C 0.31
6. S 0.00
7. C -0.25
8. H 0.32
9. H 0.28
10. H 0.28
11. H 0.31
12. H 0.33
13. H 0.39

---

Entry 2:
The following is a quantum chemistry calculation of an isolated molecule of C6H6S3 in a non-equilibrium geometry, from the OMol25 dataset.

Atoms and positions in Å:
S -1.232 2.330 1.703
C -0.312 1.092 1.049
C -0.777 0.344 -0.128
C 0.067 -0.449 -0.724
C -0.461 -1.283 -1.921
C -1.932 -1.750 -1.839
C -0.632 -2.795 -1.591
S 1.736 -0.573 -0.372
S 1.483 0.701 1.246
H -1.708 0.654 -0.508
H 0.054 -0.998 -2.792
H -2.637 -1.456 -1.023
H -2.190 -1.859 -2.902
H -0.521 -3.546 -2.401
H -0.513 -3.061 -0.678

Properties
**M**: 174.31 g/mol
**SMILES**: S=c1cc(C2CC2)ss1
**Energy**: -1426.6921 hartree
**Gap between HOMO and LUMO**: 7.7973 eV
**Relative energy (zero: lowest compared OMol25 entry of this formula, charge and spin)**: 0.978 eV

Listed below, in e, are the Mulliken charges computed for each atom:
1. S -0.26
2. C 0.01
3. C -0.59
4. C 0.41
5. C -0.25
6. C -0.64
7. C -0.81
8. S -0.08
9. S -0.06
10. H 0.49
11. H 0.49
12. H 0.34
13. H 0.26
14. H 0.27
15. H 0.41